ORCA calculation (ωB97M-V/def2-TZVPD) on a molecular structure, C8H18O9Zr at a distorted geometry.

## Properties
Orbital gap   0.08138 Ha
Lowest unoccupied orbital energy   8.22 eV
Energy above the lowest of the compared OMol25 structures with the same formula, charge and spin   1.808 eV
Charge   -4
Calculated total energy   -1039.32495 Eh

Each line ends with the natural charge from an NBO analysis.
Cartesian coordinates (Å):
Zr 0.719 -0.004 -0.533  2.46
O -1.139 -1.005 -0.833  -0.93
O 0.098 2.027 -0.855  -0.91
O 1.795 -1.955 -0.640  -0.90
O 0.855 0.195 1.605  -0.87
O 0.783 -0.037 -2.812  -0.90
O -1.876 3.534 1.233  -0.88
O -3.809 -1.299 1.222  -0.91
O -0.640 0.418 4.338  -0.93
O 2.845 0.581 -0.854  -0.91
C 3.731 -0.466 -1.164  -0.08
C -2.534 -1.129 -0.910  -0.06
C 0.221 -0.541 3.962  -0.01
C -3.382 -1.918 0.125  -0.01
C 3.147 -1.896 -0.917  -0.05
C 0.665 -0.889 2.486  -0.09
C -1.854 3.626 -0.081  -0.02
C -0.580 3.244 -0.882  -0.06
H -0.255 -1.501 4.336  0.04
H -0.883 3.516 -1.928  0.06
H -2.781 -1.736 -1.830  0.05
H 1.572 -1.511 2.651  0.08
H -2.882 -2.907 0.318  0.05
H 0.454 -0.723 -3.398  0.49
H 3.966 -0.366 -2.241  0.09
H 1.160 -0.366 4.581  0.00
H 3.382 -2.552 -1.787  0.07
H -0.078 -1.583 2.063  0.14
H -4.305 -2.276 -0.438  -0.01
H 4.576 -0.268 -0.486  0.13
H -2.683 2.956 -0.450  0.06
H 0.180 4.031 -0.678  0.09
H -2.156 4.647 -0.493  -0.01
H -2.964 -0.174 -1.247  0.14
H 3.699 -2.402 -0.098  0.10
H 0.954 0.730 -3.363  0.50

ORCA calculation (ωB97M-V/def2-TZVPD) on a molecular structure, C22H38Cl4Cu2N4O8Pd at a distorted geometry.

## Properties
Orbital gap (spin up / spin down)   0.16990 / 0.11352 Ha
Lowest unoccupied orbital energy (spin up / spin down)   -12.58 / -14.10 eV
<S²>   6.073
Multiplicity   5
Charge   +4
Calculated total energy   -6929.76609 Eh

Each line ends with the Löwdin charge.
Cartesian coordinates (Å):
Pd -1.298 -2.279 -5.224  0.91
Cu -1.825 2.631 1.607  0.77
Cu 2.736 -1.871 -4.439  0.78
Cl 2.556 -6.914 -1.131  0.56
Cl -5.759 -0.781 -3.205  0.54
Cl -6.905 0.925 -5.700  0.63
Cl -0.345 -5.310 -0.652  0.55
O 0.093 1.772 0.997  0.04
O -3.932 2.725 2.246  0.07
O 4.758 2.846 -1.287  0.22
O -2.091 0.770 2.670  -0.04
O -0.966 -1.995 -2.896  -0.09
O 1.632 2.094 4.509  -0.04
O -2.262 1.429 -0.135  0.08
O 1.912 -1.056 -2.408  -0.14
N 6.115 1.263 -2.047  -0.02
N 3.389 2.112 2.918  -0.16
N -1.043 -0.868 3.734  -0.15
N -5.864 1.545 1.856  -0.06
C -0.555 -1.090 -2.000  -0.22
C 1.207 0.299 -0.719  0.12
C 0.066 1.086 -0.058  -0.16
C -4.949 2.197 2.632  -0.21
C 6.170 -0.099 -2.526  0.03
C -1.605 -0.373 -1.517  0.15
C 2.157 2.332 3.353  -0.29
C -5.682 1.353 0.388  0.03
C 0.404 -5.424 -2.262  -0.67
C -1.370 0.748 -0.642  -0.22
C 1.938 -5.596 -2.237  -0.63
C -6.969 0.817 2.459  0.01
C 0.873 -0.625 -1.669  -0.27
C 7.313 2.032 -2.140  0.06
C -0.507 -0.176 4.948  0.02
C 3.711 2.341 1.516  -0.06
C -5.226 0.500 -5.588  -0.70
C -1.809 -0.407 2.763  -0.32
C -0.692 -2.309 3.622  -0.01
C -4.788 0.421 -4.095  -0.67
C 4.895 1.727 -1.572  -0.25
C 4.456 1.688 3.834  -0.02
H -4.794 1.375 -3.568  0.07
H -0.040 -6.360 -2.600  0.06
H 4.164 1.569 4.878  0.10
H -3.788 -0.013 -4.096  0.02
H 6.536 0.056 -3.541  0.14
H 4.122 0.970 -1.369  0.13
H 4.702 0.653 3.598  0.09
H 5.394 2.242 3.873  0.10
H 7.294 3.004 -1.646  0.13
H 0.362 -2.423 3.369  0.10
H -0.566 0.900 4.784  0.08
H -5.194 0.417 0.117  0.10
H 2.230 0.624 -0.599  0.09
H 0.503 -0.527 5.161  0.10
H 6.826 -0.816 -2.031  0.14
H 8.073 1.472 -1.596  0.15
H 2.377 -5.724 -3.226  0.07
H 7.812 2.048 -3.109  0.15
H -1.168 -0.524 5.742  0.11
H 4.351 1.536 1.153  0.07
H -2.616 -0.541 -1.858  0.14
H 2.372 -4.688 -1.818  0.04
H -6.801 -0.259 2.423  0.12
H 5.215 -0.618 -2.454  0.09
H -1.518 -2.883 3.203  0.10
H 1.491 2.694 2.555  0.10
H -7.192 1.129 3.479  0.12
H -5.158 2.112 3.710  0.18
H 4.193 3.285 1.261  0.10
H -0.036 -4.733 -2.981  0.04
H -4.872 2.013 0.077  0.08
H -2.108 -1.210 2.071  0.15
H 2.849 2.204 0.865  0.06
H -0.720 -2.464 4.700  0.09
H -7.882 0.989 1.889  0.12
H -5.130 -0.498 -6.015  0.06
H -4.558 1.076 -6.229  0.08
H -6.664 1.436 -0.078  0.12

ORCA calculation (ωB97M-V/def2-TZVPD) on 3 unconnected molecules or ions with the total composition C20H21N5O2 at a distorted geometry.

## Properties
Orbital gap   0.33235 Ha
Lowest unoccupied orbital energy   -0.23 eV
Energy above the lowest of the compared OMol25 structures with the same formula, charge and spin   0.000 eV
Calculated total energy   -1199.00822 Eh
SMILES string   CN1C(=O)c2cc(CN)cc(N)c2C1=O.c1ccncc1.c1ccncc1

Each line ends with the natural charge from an NBO analysis.
Cartesian coordinates (Å):
O 0.111 -0.165 1.321  -0.58
O -1.116 -3.837 -0.703  -0.53
N 0.039 4.015 0.251  -0.43
N 3.225 -0.231 0.944  -0.81
N 5.467 -3.723 -2.304  -0.82
N -0.681 -2.339 1.038  -0.47
N -4.325 3.185 0.153  -0.42
C 3.744 -2.269 -0.318  -0.24
C 0.110 2.613 -2.151  -0.17
C 0.122 2.683 0.229  0.02
C 2.821 -1.445 0.331  0.21
C -2.075 -1.816 1.000  -0.43
C 1.500 -1.885 0.363  -0.16
C 3.372 -3.479 -0.900  0.02
C -3.414 2.601 2.293  -0.25
C 2.036 -3.896 -0.870  -0.20
C -4.677 2.287 2.767  -0.18
C -5.762 2.429 1.917  -0.27
C 0.019 3.994 -2.144  -0.26
C 1.129 -3.070 -0.239  -0.10
C -5.532 2.879 0.626  0.03
C 0.293 -1.292 0.968  0.69
C 4.403 -4.376 -1.564  -0.24
C 0.165 1.939 -0.940  -0.26
C -0.010 4.645 -0.920  0.03
C -3.291 3.045 0.984  0.03
C -0.349 -3.203 -0.047  0.68
H 3.907 -5.083 -2.223  0.20
H 5.120 -3.213 -3.102  0.36
H -2.327 3.305 0.578  0.20
H -2.538 2.505 2.921  0.22
H -0.079 5.726 -0.869  0.19
H -6.354 3.002 -0.072  0.19
H 4.768 -1.931 -0.350  0.22
H 6.053 -3.143 -1.727  0.36
H -2.193 -1.066 0.226  0.20
H -2.744 -2.642 0.798  0.23
H 2.447 0.160 1.464  0.39
H 0.237 0.863 -0.904  0.22
H 0.157 2.200 1.196  0.21
H 3.430 0.456 0.224  0.38
H 4.871 -4.965 -0.775  0.21
H -6.766 2.197 2.246  0.22
H 0.136 2.067 -3.086  0.22
H -2.317 -1.403 1.971  0.22
H -4.814 1.939 3.783  0.21
H -0.029 4.558 -3.066  0.22
H 1.711 -4.823 -1.316  0.23